#P
The following is a DFT calculation (wB97M-V/def2-TZVPD) of 2 unconnected molecules or ions with the total composition C6H14O2S2.

Structure (XYZ):
```
24
C6H14O2S2 wB97M-V/def2-TZVPD
C 1.08014 -0.84422 0.75907
C -0.19271 -1.12386 1.54418
O -1.33478 -0.98292 0.69851
C -1.22085 -1.84360 -0.40404
O -0.11608 -1.55585 -1.22016
C 1.09253 -1.72806 -0.47924
H 1.10352 0.22024 0.45606
H 1.97361 -1.03601 1.38386
H -0.33474 -0.41890 2.38580
H -0.17016 -2.14819 1.96330
H -1.17288 -2.89460 -0.05973
H -2.13514 -1.73200 -1.01810
H 1.19926 -2.79199 -0.19267
H 1.92273 -1.48017 -1.16827
C 0.59023 1.58546 -2.07900
S 1.22094 2.70132 -0.80666
S -0.49135 3.53219 -0.07695
C -1.01605 2.31070 1.14552
H 1.46044 1.11168 -2.56362
H 0.01511 2.13197 -2.84526
H -0.05095 0.79398 -1.65583
H -1.24805 1.33581 0.68469
H -0.24566 2.15922 1.92022
H -1.92912 2.69781 1.62830
```

As for the multiplicity: 1. Its HOMO energy is -8.75 eV. The molecular weight is 182.310 g/mol. The structure (SMILES) is C1COCOC1.CSSC. For the LUMO energy, the calculation gives 0.8 eV. The net charge is 0. As for the frontier orbital gap: 9.570 eV.

***

#Q
The following is a DFT calculation (wB97M-V/def2-TZVPD) of 2 unconnected molecules or ions with the total composition C6H14O2S2.

Structure (XYZ):
```
24
C6H14O2S2 wB97M-V/def2-TZVPD
C -0.49032 1.82600 0.76527
C 0.45570 0.64973 0.89135
O -0.23362 -0.57718 0.67792
C -1.30243 -0.68709 1.61148
C -2.24847 0.48918 1.48540
O -1.55915 1.71609 1.69884
H -0.89096 1.87950 -0.26530
H 0.02730 2.78174 0.97519
H 0.92755 0.65038 1.89276
H 1.26500 0.70293 0.13793
H -1.82007 -1.64283 1.40156
H -0.90181 -0.74060 2.64205
H -2.72032 0.48854 0.48400
H -3.05777 0.43597 2.23883
C 2.48748 -1.69956 -0.63798
S 2.76412 -0.35957 -1.81682
S 1.35381 -0.74023 -3.23840
C -0.10845 0.06484 -2.54890
H 3.24161 -1.59789 0.16049
H 2.61015 -2.68692 -1.11410
H 1.48410 -1.65081 -0.18252
H -0.41918 -0.38815 -1.59242
H 0.06278 1.14260 -2.38854
H -0.92706 -0.05666 -3.27809
```

As for the multiplicity: 1. Its HOMO energy is -8.80 eV. The molecular weight is 182.310 g/mol. The structure (SMILES) is C1COCCO1.CSSC. For the LUMO energy, the calculation gives 0.8 eV. The net charge is 0. As for the frontier orbital gap: 9.634 eV.

***

Result of the stability comparison: #Q is the least stable of them.

***

#P
The following is a DFT calculation (wB97M-V/def2-TZVPD) of 3 unconnected molecules or ions with the total composition C5H17NO3.

Structure (XYZ):
```
26
C5H17NO3 wB97M-V/def2-TZVPD
C -2.25056 -0.57997 -0.37030
C -1.34868 0.34185 -1.12348
C -0.71371 1.47085 -0.32998
N 0.28844 1.20091 0.67905
C 1.57448 1.62358 0.30307
C 2.07776 0.77257 -0.85347
O 1.53212 -0.55060 -0.66856
H -3.14776 -0.29173 -0.99484
H -2.06353 -1.64062 -0.36981
H -2.43740 -0.43739 0.67432
H -1.87669 0.92394 -1.90964
H -0.72349 -0.25393 -1.69275
H -0.49374 2.39456 -1.04881
H -1.64426 2.02671 0.01120
H 0.29464 0.21424 1.13475
H 1.57255 2.77317 0.10036
H 2.37384 1.58648 1.06979
H 1.66486 1.31084 -1.77351
H 3.19998 0.68353 -0.90133
H 0.63957 -0.86809 -1.26048
O -0.20981 -1.76652 3.04844
H -0.73075 -2.32630 2.57390
H 0.61588 -1.45881 2.58473
O 0.25239 -2.63428 0.41732
H 0.40254 -1.61328 0.50969
H 1.15134 -2.90175 0.19032
```

As for the multiplicity: 1. Its HOMO energy is -8.68 eV. The molecular weight is 139.195 g/mol. The structure (SMILES) is CCCNCCO.O.O. For the LUMO energy, the calculation gives 0.6 eV. The net charge is 0. As for the frontier orbital gap: 9.264 eV.

***

#Q
The following is a DFT calculation (wB97M-V/def2-TZVPD) of 4 unconnected molecules or ions with the total composition C5H17NO3.

Structure (XYZ):
```
26
C5H17NO3 wB97M-V/def2-TZVPD
C 0.21490 -2.28248 -1.08019
C 1.45431 -1.55956 -0.52126
C 1.07418 -0.49285 0.45944
C 1.57064 0.88454 0.17407
C 0.33308 -0.79577 1.52975
N -0.21691 0.18536 2.41322
H 0.52935 -3.06742 -1.80314
H -0.38862 -2.73224 -0.26074
H -0.39329 -1.62021 -1.64864
H 2.08517 -2.28033 0.02338
H 2.09724 -1.21126 -1.33392
H 2.23746 0.94840 -0.68978
H 2.10133 1.33473 1.03971
H 0.74171 1.54629 -0.06684
H 0.04077 -1.82479 1.74656
H 0.23241 1.04447 2.40630
H -0.41533 -0.15953 3.35341
O -1.13152 3.10579 -0.63614
H -1.62697 2.44330 -0.15669
H -0.98681 2.65911 -1.56889
O -0.96873 0.80484 -2.07027
H -1.44980 0.65404 -1.24460
H -0.06556 0.46967 -1.90685
O -2.22913 0.83874 0.29059
H -3.12971 0.56246 0.48155
H -1.71019 0.54470 1.06998
```

As for the multiplicity: 1. Its HOMO energy is -8.38 eV. The molecular weight is 139.195 g/mol. The structure (SMILES) is CC/C(C)=C/N.O.O.O. For the LUMO energy, the calculation gives 0.5 eV. The net charge is 0. As for the frontier orbital gap: 8.844 eV.

***

Result of the stability comparison: #P is the least stable of them.

***

#P
The following is a DFT calculation (wB97M-V/def2-TZVPD) of a gas-phase ion, C5H7O3 (charge +1).

Structure (XYZ):
```
15
C5H7O3 wB97M-V/def2-TZVPD
C 1.33877 -1.30186 -0.28664
C 2.08196 0.12687 -0.06673
C -0.39994 0.11168 0.07036
C -1.07408 0.39186 1.44695
C -1.01356 0.31306 -1.30156
O 3.26581 0.32526 0.08785
O 1.10114 0.97260 0.13218
O 0.14309 -1.21187 -0.02029
H 1.58406 -2.30172 -0.58377
H -1.21460 1.40753 1.70948
H -0.46696 -0.09823 2.10234
H -1.97149 -0.04080 1.41091
H -0.17225 0.79349 -1.84451
H -1.65696 1.08244 -1.21863
H -1.54499 -0.57032 -1.63793
```

As for the multiplicity: 1. Its HOMO energy is -15.95 eV. The molecular weight is 115.108 g/mol. For the LUMO energy, the calculation gives -6.9 eV. The net charge is +1. As for the frontier orbital gap: 9.021 eV.

***

#Q
The following is a DFT calculation (wB97M-V/def2-TZVPD) of 2 unconnected molecules or ions with the total composition C5H7O3.

Structure (XYZ):
```
15
C5H7O3 wB97M-V/def2-TZVPD
C -1.69598 0.88366 -0.08269
C -2.97195 -2.13033 0.20277
C 0.74745 0.62585 -0.15181
C 1.73487 1.43257 0.64109
C 1.19145 -0.61696 -0.74715
O -3.28909 -2.81756 1.05939
O -2.53112 -1.40058 -0.58092
O -0.43374 0.96466 -0.11888
H -2.28781 1.55455 -0.64286
H 2.69257 1.14066 0.22187
H 1.83659 0.87185 1.64876
H 1.26459 2.39967 0.81198
H 0.32041 -1.05965 -1.22585
H 1.26557 -1.24764 0.18527
H 2.15619 -0.60077 -1.22097
```

As for the multiplicity: 1. Its HOMO energy (alpha / beta) is -13.90 / -13.90 eV. The molecular weight is 115.108 g/mol. For the LUMO energy (alpha / beta), the calculation gives -5.4 / -5.4 eV. The net charge is +1. As for the frontier orbital gap (alpha / beta): 8.538 / 8.537 eV.

***

Result of the stability comparison: #Q is the least stable of them.

***

#P
The following is a DFT calculation (wB97M-V/def2-TZVPD) of C9H9NS in the gas phase.

Structure (XYZ):
```
20
C9H9NS wB97M-V/def2-TZVPD
C 2.05123 0.95096 -2.12188
C 1.87669 0.42621 -0.71866
C 3.16110 0.32502 -0.16845
N 4.27260 0.06397 -0.06047
C 0.76388 0.07169 0.04599
C 1.06434 -0.25039 1.50360
C -0.61299 0.25725 -0.12984
C -1.30556 0.73014 -1.24996
C -2.65760 0.87286 -0.99056
C -2.95556 0.60178 0.31341
S -1.66590 0.15390 1.27341
H 2.89515 1.69363 -2.17968
H 2.18178 -0.00900 -2.67467
H 1.23734 1.46142 -2.64496
H 0.30749 -0.94617 2.02657
H 1.16727 0.72607 2.02933
H 1.98412 -0.98596 1.57256
H -0.99864 0.94409 -2.29514
H -3.39000 1.03731 -1.76044
H -3.93522 0.73762 0.77826
```

As for the multiplicity: 1. Its HOMO energy is -8.18 eV. The molecular weight is 163.245 g/mol. The structure (SMILES) is C/C(C#N)=C(/C)c1cccs1. For the LUMO energy, the calculation gives -0.4 eV. The net charge is 0. As for the frontier orbital gap: 7.818 eV.

***

#Q
The following is a DFT calculation (wB97M-V/def2-TZVPD) of a molecular structure, C9H9NS.

Structure (XYZ):
```
20
C9H9NS wB97M-V/def2-TZVPD
C -2.26892 -1.09951 -0.28882
C -1.46271 -2.02136 0.44712
C -1.84627 0.20452 -0.46572
C -0.10373 -1.71934 0.64366
C -0.53408 0.51780 -0.10680
C 0.35486 -0.38892 0.43966
C 1.36673 2.15855 0.17443
C -0.04543 1.94053 -0.27738
C 1.72443 -0.05875 0.72053
N 2.11583 1.28787 0.72579
S 3.04625 -0.94849 -0.98235
H -3.31305 -1.18676 -0.67838
H -2.01308 -2.97708 0.65000
H -2.43322 0.90437 -0.92937
H 0.39273 -2.56787 1.09187
H 1.86759 3.06032 0.24966
H -0.20682 2.20735 -1.38841
H -0.75350 2.63916 0.36573
H 2.06642 -0.79041 1.47817
H 2.04597 -1.16197 -1.86936
```

As for the multiplicity: 1. Its HOMO energy is -8.60 eV. The molecular weight is 163.245 g/mol. For the LUMO energy, the calculation gives -0.5 eV. The net charge is 0. As for the frontier orbital gap: 8.114 eV.

***

Result of the stability comparison: #Q is the least stable of them.

***

#P
The following is a DFT calculation (wB97M-V/def2-TZVPD) of a molecular structure, C3H5N2.

Structure (XYZ):
```
10
C3H5N2 wB97M-V/def2-TZVPD
C -0.56624 0.02175 -0.11012
C -1.94904 -0.01597 -0.01680
C 1.44206 0.42723 -0.06420
N 0.27169 1.17121 -0.14473
N 0.69303 -0.87135 -0.07973
H -2.57167 -0.98425 -0.00935
H -2.45446 1.02136 0.05534
H 2.15837 0.70538 -0.87514
H 2.11327 0.35144 0.87027
H 0.86298 -1.82681 0.37445
```

As for the multiplicity: 1. Its HOMO energy (alpha / beta) is -15.57 / -15.37 eV. The molecular weight is 69.087 g/mol. For the LUMO energy (alpha / beta), the calculation gives -7.8 / -8.3 eV. The net charge is +1. As for the frontier orbital gap (alpha / beta): 7.812 / 7.043 eV.

***

#Q
The following is a DFT calculation (wB97M-V/def2-TZVPD) of a gas-phase ion, C3H5N2 (charge +1).

Structure (XYZ):
```
10
C3H5N2 wB97M-V/def2-TZVPD
N 1.19115 0.46470 0.15301
C 0.06632 0.07353 -0.54008
C -0.46066 -1.25234 -0.16244
C -0.89513 0.04090 0.76049
N -0.95956 0.94549 -0.23382
H 1.04284 1.31810 0.73562
H 2.08586 0.09626 -0.17968
H 0.34858 -1.90255 0.13735
H -1.29893 -1.79768 -0.57980
H -1.12047 2.01358 -0.09065
```

As for the multiplicity: 1. Its HOMO energy is -15.68 eV. The molecular weight is 69.087 g/mol. The structure (SMILES) is N[C@]12CC1=[NH+]2. For the LUMO energy, the calculation gives -5.7 eV. The net charge is +1. As for the frontier orbital gap: 9.992 eV.

***

Result of the stability comparison: #P is the least stable of them.

***

#P
The following is a DFT calculation (wB97M-V/def2-TZVPD) of 2 unconnected molecules or ions with the total composition C3H10NO3.

Structure (XYZ):
```
17
C3H10NO3 wB97M-V/def2-TZVPD
O 1.48103 2.41917 -0.06069
C 0.61263 1.53692 -0.32479
C 1.12028 0.10848 -0.55927
N 0.33191 -1.00310 -0.02535
C 0.12933 -0.91104 1.44336
O -0.56546 1.82968 -0.65391
H 0.94503 3.39321 0.07465
H 2.25721 0.02515 -0.25851
H 1.10942 0.19030 -1.60627
H -0.58526 -0.97542 -0.61194
H 0.71548 -1.92816 -0.27298
H -0.84673 -1.32601 1.71831
H 0.21954 0.12307 1.67918
H 0.96380 -1.58043 2.03062
H -2.66390 -1.12635 -0.33001
H -2.95616 0.02565 -1.16254
O -2.26816 -0.80114 -1.07987
```

As for the multiplicity: 1. Its HOMO energy is -14.64 eV. The molecular weight is 108.117 g/mol. For the LUMO energy, the calculation gives -3.4 eV. The net charge is +1. As for the frontier orbital gap: 11.269 eV.

***

#Q
The following is a DFT calculation (wB97M-V/def2-TZVPD) of a gas-phase ion, C3H10NO3 (charge +1).

Structure (XYZ):
```
17
C3H10NO3 wB97M-V/def2-TZVPD
C -2.05156 0.88540 0.05214
N -0.68873 0.35351 0.43257
C 0.12729 -0.55526 -0.49735
O 0.10098 -1.86030 -0.16883
C 1.61002 -0.11585 -0.31389
O 1.85748 -0.56693 0.99038
O 1.69331 1.18758 -0.43690
H -2.68675 -0.01044 -0.15448
H -2.60007 1.54914 0.82277
H -1.95698 1.46703 -0.81467
H 0.00910 1.10784 0.75414
H -0.83099 -0.10947 1.40497
H -0.36852 -0.33958 -1.56086
H -0.72745 -2.25193 -0.43131
H 2.18024 -0.65038 -1.07641
H 1.77778 -1.58928 0.94482
H 2.55486 1.49892 0.05289
```

As for the multiplicity: 1. Its HOMO energy is -14.86 eV. The molecular weight is 108.117 g/mol. The structure (SMILES) is C[NH2+][C@H](O)C(O)O. For the LUMO energy, the calculation gives -3.2 eV. The net charge is +1. As for the frontier orbital gap: 11.651 eV.

***

Result of the stability comparison: #P is the least stable of them.